Model P:
Density functional theory data (the ωB97M-V functional and the def2-TZVPD basis) for a structure of composition C4H14NO3.

The geometry in XYZ format:
```
22
Properties=species:S:1:pos:R:3:mulliken_charge:R:1
C 0.9196 1.9503 0.1429 -0.753
N 0.2620 1.7299 -1.1946 -0.466
C -0.0948 0.3414 -1.4362 -0.465
C -1.4265 -0.2056 -0.9169 -0.623
C -1.8600 0.1781 0.6068 -0.488
O -0.7975 0.1255 1.4075 -0.713
H 1.4614 1.0538 0.3485 0.294
H 0.2247 2.0959 0.8807 0.283
H 1.3924 3.0109 0.0229 0.229
H -0.5740 2.2480 -1.0527 0.274
H 0.7891 -0.2732 -1.1433 0.176
H -0.0759 0.1980 -2.4973 0.334
H -2.3126 -0.0259 -1.6415 0.351
H -1.2859 -1.2660 -0.9042 0.324
H -2.1703 1.1999 0.8027 0.310
H -2.7122 -0.5116 0.8770 0.232
H 0.1710 -2.1885 1.8390 0.262
H -0.1688 -0.9226 1.1671 0.352
O 0.4191 -2.0114 0.9541 -0.891
H 1.9120 -2.1258 0.8942 0.444
H 3.0110 -2.3781 -0.0370 0.265
O 2.9162 -2.2233 0.8804 -0.733
```

Spin multiplicity: 1
Charge: -1
Gap between HOMO and LUMO: 8.55 eV

***

Model Q:
Density functional theory data (the ωB97M-V functional and the def2-TZVPD basis) for a cluster of 3 separate species, C4H14NO3 in total.

The geometry in XYZ format:
```
22
Properties=species:S:1:pos:R:3:mulliken_charge:R:1
C -1.2610 1.8588 0.1801 -1.333
C -0.0970 0.8660 0.3971 0.436
C 0.0933 0.1768 1.7399 -1.425
N 0.1492 0.0334 -0.8134 -0.203
C -1.0393 -0.9281 -1.1584 -0.208
O -0.5056 -2.1945 -1.0713 -0.934
H -2.1347 1.2426 0.2493 0.344
H -1.1511 2.4600 1.0276 0.437
H -1.0880 2.7279 -0.5678 0.251
H 0.7633 1.6025 0.3908 0.122
H -0.7498 -0.4660 1.9289 0.242
H 1.0288 -0.3005 1.8034 0.458
H -0.1324 0.8652 2.5989 0.366
H 0.8820 -0.7734 -0.6948 0.191
H -1.9405 -0.7843 -0.4297 0.113
H -1.2399 -0.6671 -2.1919 0.288
H 1.9319 0.9350 -2.3943 0.352
H 2.8759 -0.1349 -1.9632 0.308
O 2.8538 0.6888 -2.4289 -0.691
H 0.2419 -2.3425 0.3519 0.356
H -0.0787 -2.3926 1.8334 0.264
O 0.5978 -2.4731 1.2124 -0.733
```

Spin multiplicity: 1
Charge: -1
Gap between HOMO and LUMO: 7.15 eV

***

Order of stability, best first: model P, model Q

***

Model P:
Density functional theory data (the ωB97M-V functional and the def2-TZVPD basis) for a cluster of 3 separate species, C4H14NO3 in total.

The geometry in XYZ format:
```
22
Properties=species:S:1:pos:R:3:mulliken_charge:R:1
C 0.1146 -2.4599 1.2102 -1.527
C -0.1291 -1.1036 0.5551 0.508
C -0.5359 -1.2851 -0.9094 -0.924
C -1.1882 -0.0093 -1.5050 -0.572
O -1.8132 0.8330 -0.6046 -0.620
N 1.1253 -0.2902 0.6241 -0.846
H -0.8435 -2.9774 1.3026 0.333
H 0.6357 -2.4812 2.1585 0.411
H 0.6791 -3.0584 0.4857 0.271
H -0.9104 -0.5476 1.0524 0.383
H -1.2743 -2.0912 -0.9059 0.384
H 0.3524 -1.6178 -1.4499 0.431
H -1.9448 -0.3080 -2.2384 0.332
H -0.4001 0.5121 -2.0722 0.247
H 0.8744 0.6404 0.9431 0.322
H 1.4131 -0.0832 -0.3340 0.326
H 1.7732 2.6523 0.3201 0.412
H 1.5984 3.9611 -0.3271 0.298
O 2.2983 3.3080 -0.1721 -0.702
H -1.1375 1.5007 -0.0795 0.345
H -0.3309 2.3787 1.4540 0.193
O -0.3567 2.5266 0.4923 -1.007
```

Spin multiplicity: 1
Charge: -1
Gap between HOMO and LUMO: 8.46 eV

***

Model Q:
Density functional theory data (the ωB97M-V functional and the def2-TZVPD basis) for a structure of composition C4H14NO3.

The geometry in XYZ format:
```
22
Properties=species:S:1:pos:R:3:mulliken_charge:R:1
C 0.7051 1.5582 0.9537 -0.991
N 0.0226 1.9151 -0.2720 -0.417
C -0.1863 0.8342 -1.2469 -0.416
C -1.4782 0.0618 -1.1367 -0.352
C -1.7240 -0.4908 0.2697 -0.589
O -0.7515 -1.4613 0.6004 -0.661
H 1.7406 1.2415 0.8948 0.311
H 0.1912 0.9149 1.6385 0.357
H 0.7058 2.4768 1.5779 0.358
H -0.9025 2.2441 -0.0423 0.272
H 0.6525 0.1525 -1.1838 -0.004
H 0.0196 1.2936 -2.2109 0.310
H -2.3039 0.7641 -1.3475 0.283
H -1.5256 -0.8240 -1.7580 0.327
H -1.6298 0.3253 0.9914 0.255
H -2.6588 -1.0402 0.4303 0.313
H 1.6101 -1.9945 1.9466 0.151
H 0.3389 -1.1873 0.9655 0.430
O 1.4408 -1.1385 1.5296 -0.886
H 1.6944 -1.7999 -0.0790 0.367
H 1.7702 -1.8191 -1.6626 0.295
O 2.2687 -2.0265 -0.8587 -0.712
```

Spin multiplicity: 1
Charge: -1
Gap between HOMO and LUMO: 8.25 eV

***

Order of stability, best first: model P, model Q

***

Model P:
Density functional theory data (the ωB97M-V functional and the def2-TZVPD basis) for a cluster of 2 separate species, C5H12S2 in total.

The geometry in XYZ format:
```
19
Properties=species:S:1:pos:R:3:mulliken_charge:R:1
C 0.9132 -3.4419 1.1713 -0.744
S -0.2118 -2.6334 0.0181 -0.067
S 1.1000 -1.7338 -1.2765 -0.191
H 1.5677 -4.1146 0.6033 0.291
H 0.3031 -3.9949 1.8891 0.285
H 1.5115 -2.7250 1.7938 0.262
H 1.3069 -0.6802 -0.4740 0.146
C 0.4038 2.5433 -0.7643 -1.189
C -0.5164 1.5366 -0.1217 1.099
C -0.1308 0.8837 1.0118 -1.116
C -1.7976 1.2443 -0.8646 -1.244
H 0.6198 2.3481 -1.8476 0.287
H 1.3650 2.4976 -0.2625 0.324
H -0.0360 3.5233 -0.6943 0.351
H -0.8138 0.1575 1.5516 0.219
H 0.8456 1.0707 1.4440 0.336
H -2.4942 0.6810 -0.2467 0.327
H -1.6188 0.6703 -1.7824 0.257
H -2.3168 2.1674 -1.1485 0.366
```

Spin multiplicity: 1
Gap between HOMO and LUMO: 9.58 eV
Structure (SMILES): C=C(C)C.CSS

***

Model Q:
Density functional theory data (the ωB97M-V functional and the def2-TZVPD basis) for an isolated molecule of C5H12S2.

The geometry in XYZ format:
```
19
Properties=species:S:1:pos:R:3:mulliken_charge:R:1
C -0.0064 2.0739 -1.7686 -0.772
C 1.0438 3.2159 -1.3240 -0.880
C 0.7596 0.6507 -1.2816 -0.598
S 0.2243 0.5088 0.4839 -0.107
S 0.6138 -1.6490 0.7589 -0.163
C -0.9321 -2.1386 1.3694 -0.278
C -0.8099 -3.2168 2.3862 -0.920
H -0.3316 2.1182 -2.8455 0.380
H -0.9568 2.0980 -1.2830 0.399
H 0.6785 4.1410 -0.9128 0.325
H 1.5949 3.3479 -2.2736 0.250
H 1.6515 2.8002 -0.4494 0.257
H 0.2016 0.0097 -2.0236 0.321
H 1.8274 0.4541 -1.3241 0.446
H -1.4229 -1.2869 1.8829 0.272
H -1.6466 -2.3507 0.5368 0.316
H -0.9517 -2.8260 3.4560 0.216
H 0.1012 -3.8983 2.3255 0.273
H -1.6386 -4.0522 2.2868 0.264
```

Spin multiplicity: 1
Gap between HOMO and LUMO: 8.69 eV
Structure (SMILES): CCCSSCC

***

Order of stability, best first: model P, model Q